1.
41
Properties=species:S:1:pos:R:3 method="wB97M-V/def2-TZVPD" lumo_energy_ev="-5.222 / -6.937" spin_multiplicity=6 total_energy_ha=-11692.05318 total_charge=+1 e_homo_ha="-0.4041 / -0.4422"
Pd -2.7119 -2.3903 -0.7362
Br 5.0758 1.8790 4.7668
C 4.1852 2.3731 3.1876
C 4.8668 3.0924 2.2099
C 4.2046 3.4847 1.0668
C 2.8703 3.1059 0.8700
C 2.1849 2.3958 1.8767
C 2.8419 2.0363 3.0296
N 2.2401 3.5190 -0.2815
N 1.2271 3.0343 -0.7849
C 0.8163 1.7605 -0.8419
C 1.7252 0.6684 -0.7475
C 1.2944 -0.6184 -0.7507
C -0.1001 -0.9274 -0.8313
O -0.5235 -2.0953 -0.7401
C -1.0329 0.1817 -1.0175
N -2.3411 -0.1269 -1.1120
C -3.2285 0.8357 -1.2463
C -2.8664 2.1842 -1.3130
C -1.5406 2.5240 -1.2180
C -0.5855 1.5074 -1.0575
H 5.9050 3.3518 2.3601
H 4.7109 4.0578 0.3019
H 1.1360 2.1579 1.7586
H 2.3164 1.5037 3.8100
H 2.7842 0.8848 -0.6856
H 1.9839 -1.4469 -0.6632
H -4.2698 0.5437 -1.3103
H -3.6332 2.9375 -1.4238
H -1.2134 3.5540 -1.2696
Se -4.8210 -2.4087 -2.2940
Te -5.1792 -2.3739 0.1085
Te -2.8272 -2.4438 1.8506
Se -2.1112 -0.2557 2.4294
F -1.8697 -4.0377 -2.3034
As -1.8590 -5.5980 -1.3714
F -1.9965 -6.9592 -0.3600
F -3.4066 -4.9131 -0.6565
F -2.7707 -6.2848 -2.6248
F -1.1475 -4.7216 0.0030
F -0.3338 -5.9716 -1.9882

2.
13
Properties=species:S:1:pos:R:3 method="wB97M-V/def2-TZVPD" lumo_energy_ev="-5.318 / -5.653" spin_multiplicity=5 total_energy_ha=-829.93140 total_charge=+1 e_homo_ha="-0.4749 / -0.4826"
C 0.8771 0.6995 -1.5752
C 0.9331 -0.3535 -0.4974
O 0.0238 0.0848 0.5755
C -0.5711 -0.8366 1.4336
Nd -0.9472 2.0536 -0.6575
H 1.8230 1.2532 -1.6562
H 0.6385 0.2645 -2.5558
H 1.8997 -0.4058 0.0278
H 0.6414 -1.3657 -0.8178
H -2.0333 -0.0885 1.3652
H -0.2925 -1.8809 1.2502
O -2.6091 1.1135 0.6370
H -0.3833 -0.5381 2.4706